Record 1
Below is one molecule with the formula C5H10O2, with properties calculated with the ωB97M-V functional and the def2-TZVPD basis.

Computed properties:
SMILES: OC[C@H]1CCCO1
E: -346.95523 a.u.
Strongest force on any atom: 0.7 eV/Å
2S+1: 1
E_LUMO: 1.05 eV
ΔE to the lowest compared entry with this formula, charge and spin: 184.3 kJ/mol
Charge: 0

Cartesian coordinates (Å):
O1 2.623 -0.231 -1.105
C1 1.804 -0.894 -0.162
C2 0.428 -0.282 -0.180
C3 -0.766 -0.784 0.631
C4 -1.752 0.192 -0.033
C5 -0.917 1.492 0.211
O2 0.463 1.104 0.138
H1 2.504 0.716 -0.948
H2 2.262 -0.900 0.836
H3 1.698 -1.929 -0.510
H4 0.104 -0.346 -1.229
H5 -0.664 -0.552 1.702
H6 -0.973 -1.849 0.517
H7 -2.763 0.273 0.369
H8 -1.860 -0.165 -1.067
H9 -1.136 1.775 1.248
H10 -1.054 2.381 -0.416

Forces on atoms 1 to 2 (eV/Å):
0.1 0.3 0.1
-0.2 -0.2 0.3

Löwdin atomic charge list, values in e, 2 entries: O -0.05; C -0.21

---

Record 2
Below is one molecule with the formula C5H10O2 at a distorted geometry, with properties calculated with the ωB97M-V functional and the def2-TZVPD basis.

Computed properties:
SMILES: COC[C@H]1C[C@H]1O
E: -346.90927 a.u.
Strongest force on any atom: 1.9 eV/Å
2S+1: 1
E_LUMO: 0.92 eV
ΔE to the lowest compared entry with this formula, charge and spin: 305.0 kJ/mol
Charge: 0

Cartesian coordinates (Å):
C1 -1.358 -1.654 -1.176
O1 -0.789 -0.639 -0.387
C2 0.358 -0.029 -0.970
C3 1.022 0.850 0.064
C4 0.161 1.782 0.881
C5 0.854 0.667 1.575
O2 0.268 -0.459 2.107
H1 -1.759 -1.262 -2.121
H2 -2.174 -2.087 -0.593
H3 -0.619 -2.437 -1.402
H4 1.061 -0.799 -1.322
H5 0.034 0.532 -1.866
H6 2.093 0.830 0.090
H7 0.387 2.825 1.073
H8 -0.893 1.567 0.733
H9 1.716 0.991 2.171
H10 -0.259 -0.808 1.369

Forces on atoms 1 to 2 (eV/Å):
-0.1 -0.2 -0.1
0.0 0.0 0.1

Löwdin atomic charge list, values in e, 2 entries: C -0.10; O -0.23

---

Record 3
Below is C29H26FeNO3PS2Se2Te as an isolated structure, with properties calculated with the ωB97M-V functional and the def2-TZVPD basis.

Computed properties:
E: -8873.61481 a.u.
Strongest force on any atom: 0.7 eV/Å
2S+1: 6
E_LUMO (spin up / spin down): 2.26 / 1.67 eV
ΔE to the lowest compared entry with this formula, charge and spin: 45.7 kJ/mol
Charge: -1

Cartesian coordinates (Å):
Fe1 1.330 -0.043 -0.098
C1 0.486 1.401 3.912
C2 -0.034 1.925 2.580
C3 -0.916 3.152 2.762
O1 1.131 2.254 1.827
C4 -0.830 0.778 1.927
O2 -1.968 0.566 2.321
O3 -0.232 0.075 1.034
H1 1.044 2.187 4.424
H2 1.153 0.557 3.733
H3 -0.344 1.071 4.534
H4 -0.387 3.901 3.355
H5 -1.844 2.875 3.256
H6 -1.173 3.595 1.796
H7 0.888 2.825 1.088
S1 3.236 1.393 -3.984
C5 4.133 0.022 -3.490
C6 3.774 -0.401 -2.245
C7 2.755 0.401 -1.633
C8 2.376 1.390 -2.494
C9 1.183 2.213 -2.255
C10 0.729 3.212 -3.112
C11 -0.499 3.797 -2.864
C12 -1.249 3.378 -1.773
C13 -0.708 2.407 -0.947
N1 0.483 1.856 -1.171
H8 4.886 -0.394 -4.140
H9 4.220 -1.258 -1.756
H10 1.321 3.504 -3.969
H11 -0.875 4.566 -3.527
H12 -2.226 3.787 -1.560
H13 -1.247 2.037 -0.084
Se1 2.826 -1.340 1.377
P1 -1.292 -2.536 -0.392
Se2 0.235 -1.517 -1.709
C14 -2.745 -1.394 -0.476
C15 -3.864 -1.748 0.275
C16 -4.984 -0.934 0.319
C17 -5.001 0.263 -0.384
C18 -3.893 0.628 -1.134
C19 -2.775 -0.195 -1.180
C20 -1.873 -3.813 -1.589
C21 -2.416 -3.518 -2.839
C22 -2.873 -4.526 -3.668
C23 -2.791 -5.856 -3.264
C24 -2.244 -6.164 -2.030
C25 -1.790 -5.144 -1.199
H14 -3.855 -2.672 0.843
H15 -5.838 -1.223 0.920
H16 -5.868 0.910 -0.337
H17 -3.896 1.561 -1.685
H18 -1.907 0.095 -1.758
H19 -2.472 -2.484 -3.161
H20 -3.295 -4.279 -4.634
H21 -3.151 -6.644 -3.913
H22 -2.170 -7.195 -1.708
H23 -1.360 -5.385 -0.234
Te1 4.089 0.796 0.945
C26 4.999 0.789 2.836
C27 4.496 0.434 4.055
C28 5.462 0.507 5.098
C29 6.684 0.920 4.656
S2 6.656 1.191 2.968
H24 3.471 0.128 4.197
H25 5.252 0.265 6.130
H26 7.586 1.055 5.229

Forces on atoms 1 to 2 (eV/Å):
-0.1 0.0 -0.1
0.0 0.0 0.0

Löwdin atomic charge list, values in e, 2 entries: Fe 0.26; C 0.00

---

Record 4
Below is C4H7NO2 as an isolated structure, with properties calculated with the ωB97M-V functional and the def2-TZVPD basis.

Computed properties:
E: -361.72853 a.u.
Strongest force on any atom: 0.8 eV/Å
2S+1: 1
E_LUMO: 0.88 eV
ΔE to the lowest compared entry with this formula, charge and spin: 399.9 kJ/mol
Charge: 0

Cartesian coordinates (Å):
C1 -1.714 0.771 -0.042
C2 -0.632 -0.075 0.593
O1 -0.258 -1.094 -0.386
C3 1.121 -1.332 -0.350
C4 1.723 0.032 -0.319
N1 2.146 1.084 -0.700
O2 0.508 0.629 0.946
H1 -2.063 1.521 0.675
H2 -2.559 0.144 -0.346
H3 -1.311 1.277 -0.927
H4 -1.004 -0.607 1.483
H5 1.402 -1.845 -1.274
H6 1.444 -1.914 0.524
H7 1.197 1.410 0.123

Forces on atoms 1 to 2 (eV/Å):
0.0 0.0 0.0
-0.2 0.2 0.2

Löwdin atomic charge list, values in e, 2 entries: C -0.02; C -0.46